ORCA calculation (wB97M-V/def2-TZVPD) on a cluster of 2 separate species, H2N4O2 in total at a distorted geometry.

Results
Highest occupied orbital energy (spin up / spin down) (eV): -5.79 / -10.24
<S²>: 2.01
Relative energy (zero: lowest compared OMol25 entry of this formula, charge and spin) (kcal/mol): 48.7
Kohn-Sham gap (spin up / spin down) (hartree): 0.2282 / 0.2782
Multiplicity: 3
Max |F| (eV Å⁻¹): 8.8

Positions of all 8 atoms, in Å:
O 0.15 -1.52 -0.29
O -1.85 0.18 0.44
N 0.32 -0.20 -0.22
N 1.33 2.27 0.20
N -0.56 0.52 0.07
N 1.63 1.22 0.37
H 1.00 -1.75 -0.83
H -2.00 -0.73 0.27